Record 1
C13H13F7N2O3S2 | the ωB97M-V functional and the def2-TZVPD basis

Structure (XYZ):
```
40
Properties=species:S:1:pos:R:3:forces:R:3:lowdin_charge:R:1
O 3.65487 -0.03103 4.07463 -0.07 0.20 -0.11 -0.247
S 3.38037 -0.86774 2.95534 0.13 -0.45 0.21 0.763
O 3.53789 -2.28941 3.04436 -0.02 0.06 -0.17 -0.258
C 1.79777 -0.55609 2.26502 0.39 0.22 0.22 -0.238
C 1.30218 -1.47910 1.40215 -0.16 -0.17 -0.14 -0.035
C 0.03033 -1.31035 0.79439 0.12 -0.30 -0.14 -0.036
C -0.73719 -0.22728 1.05717 -0.35 0.17 -0.09 0.014
C -0.23907 0.75188 1.94219 0.14 0.15 0.17 -0.348
N -0.85789 1.88529 2.29313 -0.22 0.03 -0.07 -0.221
S 0.11537 2.63989 3.29991 0.04 0.10 0.08 1.052
N 1.34513 1.62846 3.36772 0.18 0.03 0.10 -0.218
C 1.03971 0.60653 2.56619 -0.21 0.12 -0.08 -0.346
C 4.62011 -0.43734 1.61120 0.12 -0.01 0.14 -0.453
F 5.76807 -0.92827 2.11949 -0.11 0.09 -0.15 0.122
F 4.31399 -1.12261 0.49256 0.05 0.10 0.13 0.121
C 4.92095 1.04756 1.24761 0.07 0.09 0.16 -0.344
F 6.02479 1.02451 0.47008 -0.19 -0.03 0.11 0.153
F 5.21147 1.71209 2.38096 -0.04 -0.13 -0.33 0.155
C 3.80627 1.84412 0.46420 -0.01 0.15 -0.08 -0.510
F 2.84824 1.02341 0.00253 0.20 0.24 0.13 0.166
F 3.23912 2.75471 1.26085 0.10 -0.34 -0.27 0.169
F 4.34982 2.47211 -0.58071 -0.20 -0.11 0.28 0.181
H 1.89502 -2.35613 1.19211 -0.02 -0.10 -0.04 0.121
H -0.32926 -2.06453 0.11126 0.00 -0.09 -0.03 0.114
H -1.71365 -0.09278 0.61251 -0.01 -0.01 -0.12 0.114
C -5.23658 -1.64518 -2.19372 0.09 -0.01 -0.06 -0.079
C -4.62801 -0.39385 -1.58445 -0.10 0.00 0.02 -0.279
O -3.21563 -0.32994 -1.68867 0.08 -0.02 0.13 -0.181
C -2.69284 -0.32004 -3.00593 0.06 0.00 -0.09 -0.281
C -3.14469 0.86528 -3.84120 -0.09 0.01 0.06 -0.078
H -4.76064 -2.53794 -1.78618 -0.02 -0.01 0.03 0.082
H -6.30286 -1.68505 -1.97078 -0.01 0.00 0.02 0.077
H -5.12474 -1.66915 -3.27846 -0.03 0.02 0.00 0.067
H -4.83224 -0.36934 -0.51391 0.02 0.01 0.01 0.118
H -5.08572 0.50321 -2.01570 0.01 -0.01 -0.02 0.109
H -2.92431 -1.26037 -3.51881 -0.03 0.01 0.00 0.108
H -1.61047 -0.28735 -2.87792 0.00 0.00 0.03 0.116
H -4.21211 0.82759 -4.06238 0.01 -0.02 -0.03 0.067
H -2.61127 0.87432 -4.79182 0.02 0.00 0.00 0.077
H -2.94232 1.79992 -3.31694 0.03 0.01 -0.01 0.083
```
Positions in Å, forces in eV/Å.

Summary:
LUMO energy = -1.23 eV
relative energy (zero: lowest compared OMol25 entry of this formula, charge and spin) = 0.0 kJ/mol



Record 2
C13H13N3O | the ωB97M-V functional and the def2-TZVPD basis

Structure (XYZ):
```
30
Properties=species:S:1:pos:R:3:forces:R:3:lowdin_charge:R:1
C -0.42285 -2.29810 -0.85579 0.14 -0.21 -0.21 -0.017
N -0.74187 -1.13462 -0.07938 0.17 0.15 0.25 -0.005
C -0.09069 -0.64346 1.02227 -0.36 0.20 0.11 -0.378
N -0.70323 0.36023 1.58928 0.47 0.05 0.36 0.161
C -1.82897 0.57917 0.83602 -0.14 -0.44 -0.51 -0.230
C -2.83653 1.52416 0.97497 0.11 -0.10 -0.01 -0.023
C -3.85608 1.51629 0.04430 -0.13 0.12 0.01 -0.106
C -3.88377 0.59686 -1.00302 -0.10 -0.01 -0.09 -0.106
C -2.88914 -0.35068 -1.15960 0.09 -0.16 -0.12 -0.029
C -1.86638 -0.35000 -0.22847 -0.31 0.58 0.26 -0.167
H -2.91552 -1.05512 -1.97827 -0.02 -0.05 -0.08 0.102
H -4.70002 0.62679 -1.70967 -0.05 0.00 -0.05 0.097
H -4.65428 2.23962 0.12486 -0.06 0.06 0.01 0.097
H -2.81187 2.23538 1.78480 0.01 0.08 0.10 0.107
N 1.05318 -1.21310 1.54646 0.18 -0.04 0.18 0.066
H 1.25257 -0.74305 2.42311 -0.09 -0.09 -0.06 0.136
C 2.24868 -1.31372 0.72632 0.31 0.00 -0.29 -0.121
C 2.74294 0.01104 0.22203 -0.56 0.34 0.42 -0.263
C 2.33549 1.28791 0.46718 0.06 -0.58 0.01 -0.018
C 3.18551 2.12409 -0.30208 0.46 -0.23 -0.33 -0.059
C 4.04172 1.29465 -0.95128 -0.14 0.85 0.05 -0.124
O 3.78259 0.00918 -0.64303 0.04 -0.52 0.00 0.043
H 4.84711 1.47910 -1.63375 0.12 -0.07 -0.10 0.117
H 3.15390 3.19256 -0.35652 0.06 0.23 -0.07 0.100
H 1.52893 1.59910 1.09943 -0.21 -0.04 0.14 0.098
H 2.05989 -1.96943 -0.12798 0.09 -0.02 0.11 0.106
H 3.02364 -1.79055 1.33673 -0.11 -0.02 -0.14 0.133
H 0.02748 -3.05546 -0.21356 -0.02 0.01 -0.05 0.095
H 0.26061 -2.05784 -1.67649 -0.05 -0.08 0.05 0.097
H -1.34302 -2.70103 -1.27888 0.06 -0.02 0.04 0.090
```
Positions in Å, forces in eV/Å.

Summary:
LUMO energy = 0.74 eV
SMILES = Cn1c(NCc2ccco2)nc2ccccc21
relative energy (zero: lowest compared OMol25 entry of this formula, charge and spin) = 44.8 kJ/mol



Record 3
C13H13N5O2S | the ωB97M-V functional and the def2-TZVPD basis

Structure (XYZ):
```
34
Properties=species:S:1:pos:R:3:forces:R:3:lowdin_charge:R:1
C 1.99526 -2.09036 -2.91215 0.10 0.16 0.16 -0.057
H 1.39984 -1.65817 -3.71294 -0.05 0.01 -0.07 0.076
H 1.47829 -2.97157 -2.53908 -0.04 -0.08 0.02 0.074
H 2.95675 -2.39514 -3.31561 0.09 -0.07 -0.09 0.076
C 2.19980 -1.07018 -1.79415 0.17 -0.28 -0.35 -0.186
N 0.94287 -0.63290 -1.24446 -0.19 0.11 0.22 0.005
C 0.27107 -1.14884 -0.16199 -0.31 0.18 0.00 -0.368
N -0.86383 -0.55646 0.06976 -0.19 -0.42 0.49 0.181
C -0.99384 0.39885 -0.90289 0.66 0.05 -0.56 -0.202
C -2.01351 1.30974 -1.13437 0.14 0.06 -0.16 0.069
C -1.86845 2.16825 -2.21510 0.09 -0.19 0.14 -0.141
C -0.73323 2.12090 -3.04409 -0.13 0.08 0.01 -0.014
C 0.28527 1.22284 -2.82649 0.14 -0.05 -0.06 0.000
C 0.14529 0.35957 -1.74732 -0.66 0.29 0.23 -0.151
H 1.15189 1.19395 -3.46946 0.07 0.02 -0.10 0.109
H -0.68603 2.81800 -3.86649 0.02 0.04 -0.06 0.118
C -2.90402 3.16881 -2.53944 -0.13 0.44 -0.40 -0.495
O -2.84720 3.94573 -3.46218 0.04 -0.05 0.03 0.098
O -3.95283 3.14828 -1.69998 -0.29 -0.17 0.42 0.103
H -4.59332 3.82563 -1.96677 0.28 -0.05 -0.16 0.132
H -2.88175 1.34691 -0.49859 -0.09 0.00 0.08 0.125
C 0.80349 -2.24718 0.67037 0.45 0.11 0.29 -0.340
H 1.18115 -3.07656 0.07399 -0.04 -0.04 0.07 0.080
H 0.04349 -2.57761 1.37626 -0.01 -0.06 -0.15 0.072
S 2.21870 -1.66362 1.69774 0.21 -0.20 -0.48 0.967
C 1.40017 -1.46707 3.20996 -0.20 0.04 0.32 -0.690
N 0.21531 -1.93628 3.53196 0.14 -0.15 -0.56 0.074
C 0.05955 -1.53290 4.80937 0.39 0.20 0.03 -0.224
N 1.07263 -0.85737 5.28916 -0.07 0.27 0.94 0.042
N 1.93650 -0.81060 4.26197 -0.28 -0.32 -0.59 -0.001
H 2.82763 -0.34864 4.34371 -0.14 -0.01 0.02 0.150
H -0.81937 -1.75241 5.37784 -0.18 0.01 0.24 0.103
H 2.80461 -1.49884 -0.99083 -0.01 0.14 -0.09 0.091
H 2.72349 -0.19189 -2.18191 0.02 -0.08 0.16 0.126
```
Positions in Å, forces in eV/Å.

Summary:
LUMO energy = 0.34 eV
SMILES = CCn1c(CSc2ncn[nH]2)nc2cc(C(=O)O)ccc21



Record 4
C13H14 | the ωB97M-V functional and the def2-TZVPD basis

Structure (XYZ):
```
27
Properties=species:S:1:pos:R:3:forces:R:3:lowdin_charge:R:1
C 3.08996 -0.39433 2.14807 0.16 0.48 -0.26 -0.047
C 2.08661 0.58098 2.01979 0.05 -0.27 -1.29 -0.055
C 3.18341 -1.36484 1.18170 1.25 -0.85 0.72 -0.098
C 1.20292 0.57039 0.95449 -1.14 -1.11 -0.34 -0.002
C 2.12718 -1.58582 0.35409 -0.33 0.72 -0.43 -0.022
C 1.06247 -0.64486 0.20353 2.15 0.52 0.51 -0.247
C 0.25708 -0.92458 -0.90141 -0.09 -0.55 -0.26 0.124
C -1.42760 0.68635 -0.16701 1.28 1.92 -1.36 0.072
C -3.26222 1.08950 1.30890 1.88 -0.87 -1.12 0.062
C -2.16505 0.39261 0.93539 -0.30 0.75 0.03 -0.229
C -0.75156 0.07063 -1.34487 -2.13 0.20 0.27 -0.602
C -1.89948 -0.81157 -1.86526 2.96 -1.48 -2.50 -0.068
C -0.18830 1.13742 -2.37451 -0.11 -2.27 -0.99 -0.019
H 3.92551 -0.48121 2.83915 -0.49 1.03 0.46 0.113
H 2.02136 1.50128 2.48845 0.56 1.34 1.85 0.081
H 4.13187 -1.95227 1.16727 -1.18 0.10 -0.09 0.125
H 0.52121 1.43201 0.69941 0.84 -0.89 0.52 0.122
H 2.19947 -2.43253 -0.27198 -0.52 -0.74 -0.80 0.098
H -3.84292 0.72875 2.05269 -1.75 -1.15 2.37 0.020
H -3.62652 1.87800 0.78587 -0.84 2.33 -1.64 0.026
H -1.93357 -0.34472 1.62022 0.89 -2.10 1.24 0.090
H -2.62712 -0.31183 -2.32849 -2.98 2.73 -1.84 0.030
H -2.37984 -1.28318 -1.10223 -0.91 -1.67 2.28 0.046
H -1.64335 -1.57966 -2.65436 0.51 0.70 0.99 0.118
H 0.78229 0.65266 -2.77956 -1.77 0.76 -0.32 0.099
H 0.18918 1.95653 -1.81470 -0.14 1.02 0.45 0.039
H -1.03299 1.43427 -3.15463 2.16 -0.66 1.55 0.125
```
Positions in Å, forces in eV/Å.

Summary:
LUMO energy (alpha / beta) = -1.12 / -1.14 eV
relative energy (zero: lowest compared OMol25 entry of this formula, charge and spin) = 772.1 kJ/mol



Record 5
C13H14BCl5I2O2Y | the ωB97M-V functional and the def2-TZVPD basis

Structure (XYZ):
```
38
Properties=species:S:1:pos:R:3:forces:R:3:lowdin_charge:R:1
Y -0.85981 2.00187 -0.85220 -0.75 0.30 -0.46 1.273
Cl -3.12426 2.00737 -3.30601 0.45 -0.11 -0.09 0.612
C -1.53516 1.53268 -3.96613 -0.52 0.12 -0.13 -0.687
C -0.52300 1.41427 -3.05005 -0.11 0.12 0.00 -0.432
C 0.72802 1.15224 -3.54539 0.47 0.01 0.22 -0.688
Cl 1.99382 1.13852 -2.31589 -0.18 0.00 -0.17 0.696
C 1.00052 0.96918 -4.89206 -0.06 -0.04 -0.01 -0.701
Cl 2.58909 0.64628 -5.43740 -0.02 0.01 0.00 0.733
C -0.07512 1.05710 -5.78758 -0.02 0.00 -0.04 -0.682
Cl 0.19585 0.81807 -7.45890 0.00 0.00 0.00 0.736
C -1.36836 1.35589 -5.33188 0.11 -0.06 0.05 -0.704
Cl -2.68164 1.49495 -6.41947 0.00 0.01 0.00 0.727
I -2.43621 -0.91375 -1.01237 0.42 -0.23 -0.17 1.005
C -4.21087 0.06780 -0.50910 -0.34 0.03 0.01 -1.108
I -3.81973 1.86776 0.53023 0.05 0.35 0.20 0.890
H -4.79737 -0.56159 0.14884 -0.01 0.00 0.00 -0.018
H -4.74604 0.32331 -1.41493 0.00 -0.02 -0.01 -0.037
C 2.12561 -2.03135 1.65979 0.09 -0.13 -0.01 -0.001
C 1.63682 -0.63037 1.96444 -0.03 -0.08 -0.19 -0.471
C 2.77897 0.23948 2.45571 0.15 0.08 0.15 -0.009
O 1.17197 -0.03484 0.70691 -0.18 0.02 0.13 -0.011
B 0.05388 0.72889 0.97894 0.71 -0.61 0.83 -0.779
O -0.37759 0.55433 2.27744 -0.01 0.11 -0.27 0.019
C 0.36738 -0.56204 2.85835 -0.04 0.07 0.08 -0.474
C -0.53078 -1.78184 2.73577 -0.12 -0.12 -0.03 -0.015
C 0.63735 -0.25327 4.31660 0.04 -0.04 0.08 -0.002
H 2.98500 -1.98014 0.99096 -0.03 0.02 -0.02 0.097
H 1.35423 -2.63086 1.18012 0.02 0.02 -0.02 0.085
H 2.44780 -2.55215 2.56422 -0.05 0.09 0.04 0.103
H 3.56320 0.27143 1.69952 -0.04 -0.01 -0.03 0.098
H 3.21532 -0.16016 3.37274 -0.02 -0.02 -0.03 0.099
H 2.45458 1.26167 2.65611 -0.04 -0.02 -0.04 0.097
H -0.75193 -2.01432 1.69249 0.02 0.04 0.00 0.064
H -1.47320 -1.57602 3.24461 0.01 0.02 -0.01 0.098
H -0.08863 -2.66836 3.19172 0.05 0.06 0.02 0.100
H 1.15191 0.69699 4.43962 -0.02 0.01 -0.01 0.088
H 1.24970 -1.03872 4.76544 0.00 0.01 -0.03 0.103
H -0.30133 -0.21027 4.86880 -0.01 0.01 -0.04 0.096
```
Positions in Å, forces in eV/Å.

Summary:
total charge = +1
LUMO energy = -4.22 eV
relative energy (zero: lowest compared OMol25 entry of this formula, charge and spin) = 0.0 kJ/mol



Record 6
C13H14BNO4 | the ωB97M-V functional and the def2-TZVPD basis

Structure (XYZ):
```
33
Properties=species:S:1:pos:R:3:forces:R:3:lowdin_charge:R:1
O -2.31544 0.74547 2.75675 0.42 -0.09 -1.74 0.168
O 2.99569 -0.64826 2.95700 0.19 -0.97 -1.18 0.144
O -0.86454 0.04988 1.09826 -0.29 0.06 0.09 0.168
O 1.49461 -0.66115 1.24406 0.22 -0.44 -0.15 0.204
B 0.35580 -0.34577 0.49022 -0.05 -0.13 1.06 -0.448
C -1.45593 0.00391 2.36414 0.05 0.99 0.72 -0.420
C 1.93890 -0.33540 2.49282 0.30 1.67 0.73 -0.437
C 0.46117 -0.41675 -1.06790 -0.48 -0.50 1.09 0.055
C -0.23555 0.48051 -1.74023 -0.31 1.20 -0.48 -0.059
C -0.85073 0.90103 -5.92246 -0.16 -0.26 -0.31 -0.086
C 0.20567 0.12392 -5.46689 -0.01 0.22 -0.65 -0.082
C -1.67600 1.53883 -5.02138 -0.52 -0.29 -0.61 -0.094
C 0.41201 -0.04105 -4.11880 0.63 -0.20 0.26 -0.039
C -1.43226 1.41584 -3.68396 -0.36 -0.10 1.20 -0.046
C -0.39163 0.62032 -3.19928 -0.16 0.06 0.25 -0.207
N 0.20577 -0.33475 4.16320 -0.97 1.02 -0.19 -0.158
C 0.99678 -1.25352 4.98647 -0.80 -0.25 -0.03 -0.075
C -0.90047 -0.96451 3.33970 2.37 -1.13 0.93 -0.066
C 1.04975 0.54412 3.34004 -0.19 -0.69 0.31 -0.088
H 0.94659 -1.20997 -1.61125 0.40 -0.22 0.12 0.097
H -0.69505 1.27736 -1.15062 -0.30 -0.19 -0.26 0.119
H -1.13477 0.93266 -6.96451 0.36 0.06 -0.18 0.103
H 0.88087 -0.33696 -6.17581 -0.10 -0.16 -0.01 0.105
H -2.59451 1.99125 -5.37615 0.18 0.32 0.06 0.108
H 1.23289 -0.68946 -3.80965 -0.20 0.25 0.15 0.116
H -2.15570 1.83380 -2.98167 0.36 0.08 -0.03 0.120
H 1.50477 -1.95576 4.31876 0.31 -0.30 0.50 0.081
H 0.34761 -1.80394 5.68952 0.05 0.18 -0.47 0.093
H 1.71320 -0.71011 5.62281 -0.17 -0.04 -0.59 0.102
H -1.66623 -1.34508 4.02108 0.07 0.20 -0.25 0.140
H -0.45568 -1.78520 2.77361 -0.13 -0.56 -0.01 0.126
H 1.63596 1.25318 3.93844 0.03 -0.59 0.02 0.148
H 0.44644 1.12556 2.69368 -0.76 0.81 -0.35 0.105
```
Positions in Å, forces in eV/Å.

Summary:
LUMO energy = -0.05 eV
SMILES = CN1CC(=O)OB(/C=C/c2ccccc2)OC(=O)C1



Record 7
C13H14Br2N2O3PdS2 | the ωB97M-V functional and the def2-TZVPD basis

Structure (XYZ):
```
37
Properties=species:S:1:pos:R:3:forces:R:3:lowdin_charge:R:1
Pd 1.08408 0.13170 1.84026 -0.11 -0.08 0.11 0.983
Br -2.22648 -3.28344 -0.19805 -0.01 0.03 0.00 0.791
C -2.52765 -1.48348 0.29569 0.05 -0.05 0.01 -0.598
C -3.80060 -0.93165 0.10331 0.01 0.01 0.01 -0.170
C -4.05627 0.36673 0.44008 -0.04 -0.03 -0.02 -0.633
Br -5.79856 1.06252 0.16646 0.01 0.00 0.00 0.767
C -3.03509 1.17862 0.98245 0.03 0.05 0.02 -0.185
C -3.19103 2.53324 1.35543 -0.03 -0.02 -0.01 -0.022
C -2.13581 3.23012 1.86705 0.03 0.01 0.01 -0.038
C -0.89648 2.58403 2.00982 -0.02 0.00 0.00 -0.105
N -0.72277 1.33322 1.66830 0.06 -0.01 -0.03 0.017
C -1.75754 0.60432 1.16624 -0.02 0.05 0.02 -0.138
C -1.46976 -0.76626 0.83756 -0.03 -0.05 -0.02 -0.437
O -0.28779 -1.26887 1.01968 0.02 0.01 -0.02 -0.225
H -4.58314 -1.54886 -0.31521 0.00 0.00 0.00 0.096
H -4.15608 3.00512 1.23146 0.00 -0.01 0.00 0.081
H -2.23592 4.26463 2.16255 0.00 0.00 0.00 0.109
H -0.03730 3.10415 2.41520 0.00 0.00 -0.01 0.117
C 3.21250 0.39094 -2.88829 -0.01 0.02 -0.02 -0.129
C 1.70605 0.57458 -2.82731 0.01 0.01 0.03 -0.392
S 0.91598 -0.10552 -1.35840 0.01 -0.01 0.05 0.968
O 1.73139 0.51405 -0.22640 0.07 0.03 -0.09 -0.612
C 1.41189 -1.85249 -1.50035 -0.01 0.03 0.06 -0.367
C 2.64045 -2.20401 -0.67876 0.02 -0.02 -0.01 -0.114
H 3.62591 1.01164 -3.68313 -0.01 -0.01 -0.01 0.078
H 3.48213 -0.64349 -3.09711 0.01 0.00 0.01 0.070
H 3.67151 0.69275 -1.94800 -0.01 0.00 0.01 0.075
H 1.18633 0.12101 -3.67415 -0.01 0.01 -0.01 0.091
H 1.43219 1.63041 -2.79682 0.00 0.00 -0.01 0.087
H 1.54373 -2.04161 -2.56724 0.00 -0.04 0.00 0.088
H 0.54715 -2.40932 -1.14350 -0.02 0.01 -0.02 0.040
H 3.52701 -1.65606 -0.99065 -0.01 0.01 0.00 0.067
H 2.83576 -3.27103 -0.79278 0.01 0.00 -0.01 0.087
H 2.47784 -2.00924 0.37919 -0.01 0.00 0.00 0.038
O 2.84619 -1.34817 2.74547 -0.05 -0.01 0.06 -0.651
S 2.10145 -1.21351 4.03877 -0.02 0.08 -0.14 0.682
N 0.93874 -0.29679 3.96118 0.07 -0.02 0.05 -0.517
```
Positions in Å, forces in eV/Å.

Summary:
LUMO energy (alpha / beta) = -0.23 / -1.05 eV
relative energy (zero: lowest compared OMol25 entry of this formula, charge and spin) = 0.0 kJ/mol
2S+1 = 3



Ordered E results: -63505.8783 -20209.6784 -36073.8935 -13698.1427 -98330.9916 -24065.7205 -188064.2720; unit eV.